Record 1
ORCA calculation (the ωB97M-V functional and the def2-TZVPD basis) on a structure of composition C40H29BrGeN5OS3Tl.

```
81
Properties=species:S:1:pos:R:3:forces:R:3:lowdin_spin:R:1
H 5.667774 -5.526170 -2.995210 -0.0215 0.0363 0.0598 0.000
S -4.989946 -0.866781 2.025963 0.2016 0.2803 -0.1424 -0.053
C 2.921193 -4.896543 -1.119655 0.1480 0.0313 -0.0511 0.000
S -7.510534 0.302808 0.924942 0.1712 0.1382 0.0287 0.267
H 3.412115 2.179017 3.227623 -0.0943 0.0463 0.1125 0.000
C -1.796717 -4.115965 -2.232573 0.0583 0.0188 0.0315 0.000
C -5.276740 2.332819 -0.277217 0.0035 -0.0557 -0.1654 0.006
H 2.114905 -5.422014 -0.612902 0.0478 -0.0081 -0.0689 0.000
S -1.971464 -0.685798 1.906746 -0.3051 -0.0387 -0.1416 0.312
C 1.955972 0.093894 0.100072 0.3967 0.0298 0.0283 0.000
H -7.037134 5.186658 0.030192 -0.0122 -0.0309 -0.0131 0.000
C 2.067631 3.186378 4.560784 0.0694 -0.0839 -0.0949 0.000
C -0.133049 -3.510084 -0.537797 0.0888 -0.0844 0.2147 0.003
H -3.896239 1.867396 -1.847350 -0.0610 0.0337 -0.0101 0.000
H 4.077472 -1.762726 -1.742460 -0.0001 0.0263 0.0188 0.000
H -1.854844 -3.458239 -5.572124 0.0066 0.0030 0.0556 0.000
N 4.358025 4.327422 1.827076 0.1420 -0.7546 0.1458 0.000
H 2.854548 -2.304860 2.128664 -0.0323 -0.0278 0.0383 0.000
H -2.626402 -5.379247 0.821615 0.0122 -0.0036 -0.0315 0.000
C -2.236866 -4.099115 -3.579081 -0.0876 0.0045 -0.0238 0.000
Ge 1.561071 -2.735363 -0.001016 0.0196 0.1065 0.0692 0.000
C -5.696751 4.727985 -1.581533 -0.0273 0.0018 0.0281 0.014
C 3.283485 -0.038663 0.419878 -0.1703 -0.3491 -0.0614 0.000
H 5.793686 -3.058736 -2.922245 -0.0427 -0.0165 -0.0190 0.000
Br 0.272368 4.487744 6.330348 0.0038 0.0071 -0.0142 0.000
C 3.887758 -5.624684 -1.800437 -0.0134 0.0369 0.0165 0.000
C 3.377137 4.297479 2.871262 -0.2680 -0.1363 -0.0328 0.000
C 2.887571 5.524295 3.299161 -0.0386 0.0651 -0.1436 0.000
C -4.589741 2.601159 -1.453520 0.0187 -0.2015 -0.0187 0.012
C 3.568117 2.330558 0.801666 -0.2884 -0.3666 0.1595 0.000
C 4.085836 1.066358 0.734141 0.1464 0.0593 0.1521 0.000
C 0.121834 -2.772862 -2.911471 0.0288 -0.0837 0.0277 0.000
H -6.672802 3.047563 1.193340 0.0094 -0.0205 -0.0106 0.001
C 4.918948 -4.960737 -2.453020 -0.0303 -0.0446 -0.0120 0.000
C -6.163016 3.251831 0.262987 0.0056 -0.0782 0.1281 0.015
H 1.110070 -2.362925 2.469546 0.0141 -0.0055 0.0287 0.000
C -0.590565 -3.454087 -1.889326 -0.0543 -0.1809 -0.0602 0.000
C -2.528263 -4.796083 -1.224335 -0.0063 0.0246 -0.0462 0.000
H -4.298888 4.001138 -3.043294 0.0044 0.0028 0.0466 0.000
C -6.363437 4.454746 -0.394678 0.0367 0.0374 -0.0789 -0.001
C 2.185638 2.517550 0.489700 0.0626 0.0960 -0.0696 0.000
H 3.236701 6.426093 2.808457 -0.0043 -0.0357 0.0692 0.000
C -0.494169 2.717285 -0.097453 -0.0787 -0.1068 0.0083 0.000
H 1.044095 -2.261436 -2.662531 0.0282 -0.0025 -0.0504 0.000
C 1.541931 4.413954 4.933645 -0.0399 -0.0163 0.0317 0.000
H 3.838008 -6.706317 -1.819530 -0.0076 0.0351 -0.0165 0.000
C 1.562690 3.786348 0.435884 -0.0416 -0.0360 -0.0230 0.000
C 4.984066 -3.574917 -2.421175 0.0042 0.0340 -0.0058 0.000
C 2.979554 3.127852 3.519369 0.1285 0.0067 0.0677 0.000
C 1.945122 5.584254 4.313588 0.0069 0.1005 -0.0123 0.000
H 5.138874 0.927411 0.952113 -0.0521 -0.0251 -0.0644 0.000
C -4.811249 3.798315 -2.111554 -0.0242 0.0295 -0.0107 -0.001
C -0.853563 -4.214683 0.396866 -0.0394 0.1052 -0.0437 0.004
H -5.866393 5.668079 -2.091040 0.0091 -0.0420 0.0107 0.001
C -5.889367 0.291189 1.088187 -0.3611 -0.1497 -0.2193 -0.015
C -0.324421 -2.778774 -4.202180 -0.0291 0.0521 -0.0239 0.000
H -3.153993 -4.620666 -3.833745 0.0580 0.0387 0.0189 0.000
H 1.534393 6.532834 4.631478 0.0383 -0.0053 -0.0079 0.000
H 1.763491 2.285496 5.078458 0.0350 0.0458 -0.0238 0.000
H -0.271968 4.849068 0.167696 0.0343 -0.0649 -0.0421 0.000
C 1.381118 1.395168 0.161560 -0.0013 0.2020 -0.1168 0.000
N -4.971456 1.107730 0.421905 0.2382 0.0996 0.3232 0.179
C 4.017874 -2.844036 -1.741068 -0.0292 -0.0495 -0.0162 0.000
C 0.226904 3.888272 0.178364 -0.0078 0.0864 0.0010 0.000
H 2.027320 -3.865185 2.202034 -0.0049 0.0683 0.0296 0.000
N 4.495053 3.387881 1.024211 -0.0399 0.9306 -0.2904 0.000
C -1.518215 -3.452573 -4.542510 0.0112 0.0240 -0.0442 0.000
C -2.070053 -4.849196 0.059000 0.0004 -0.0045 0.0398 0.000
C 2.980892 -3.500179 -1.083353 -0.1042 0.0275 0.1211 0.000
H 0.243159 -2.268977 -4.971302 -0.0270 -0.0244 0.0212 0.000
Tl -1.317329 -0.435774 -1.058846 -0.0498 0.0569 -0.1455 0.010
H -0.486934 -4.296542 1.415323 -0.0701 0.0459 -0.0146 0.000
H 3.719232 -1.032221 0.407867 0.1339 0.1291 -0.0636 0.000
H -1.561647 2.762698 -0.306271 0.0773 -0.0037 0.0063 0.000
O 1.189768 -0.941119 -0.324292 0.0227 0.0914 0.0185 0.000
N 0.061494 1.530369 -0.138333 -0.0162 0.0669 -0.0264 0.000
N -3.689613 0.817832 0.561820 -0.1057 0.1712 0.1231 0.221
H -3.458228 -5.281544 -1.499987 0.0455 -0.0024 0.0215 0.000
C 1.922272 -2.819645 1.904534 -0.1105 -0.1532 -0.0996 0.000
H 2.144506 4.682866 0.578215 0.0910 0.0385 0.1024 0.000
C -3.489685 -0.190308 1.430131 0.1396 -0.2782 0.2666 0.025
```
Positions in Å, forces in eV/Å.

Values from the calculation:
**E_HOMO (spin up / spin down)**: -10.258 / -10.257 eV
**HOMO-LUMO gap (spin up / spin down)**: 7.5 / 4.7 eV
**Total charge**: +1
**Multiplicity**: 2
**<S²>**: 0.80



Record 2
ORCA calculation (the ωB97M-V functional and the def2-TZVPD basis) on a structure of composition C40H29BrN4O3PPbS.

```
80
Properties=species:S:1:pos:R:3:forces:R:3:lowdin_charge:R:1
C -1.345410 0.400801 3.892016 -0.0027 -0.0176 0.0015 -0.349
H 4.722039 -1.136743 -0.628992 -0.0020 0.0126 -0.0013 0.104
C 5.733288 0.318760 2.253331 0.0017 0.0057 0.0065 -0.110
C -2.666115 -0.591442 -6.568434 -0.0269 0.0192 -0.0138 -0.129
O -0.026071 -2.725835 -3.498746 -0.0491 -0.0811 0.0035 0.030
C 2.130624 -4.246034 -2.709356 0.0001 0.0300 -0.0088 -0.029
C 5.782517 -0.170945 0.956164 -0.0011 -0.0007 -0.0081 -0.096
C -3.706974 0.352191 -6.538091 0.0096 -0.0226 -0.0179 -0.710
Pb -0.504985 0.685226 -1.417517 0.2465 0.0040 -0.0752 1.290
N -2.369731 2.318496 -2.341714 -0.0752 0.0318 -0.0354 -0.001
C 3.474464 -0.897158 1.103508 -0.0327 -0.0448 0.0579 -0.385
H 0.806037 5.589977 1.584535 -0.0051 -0.0009 -0.0014 0.098
C -1.702298 0.384108 -4.544563 0.0161 -0.0118 -0.0646 -0.367
C 0.245542 1.411586 2.482339 0.0195 0.0539 -0.0298 -0.160
H 0.549332 1.181097 4.604819 0.0067 0.0065 0.0081 0.100
H -0.845483 -4.452479 4.263030 0.0050 0.0049 -0.0030 0.094
C 1.078512 -2.379143 1.607355 -0.0202 -0.0101 -0.0011 -0.335
N -2.138806 0.186951 2.853423 -0.0314 0.0601 -0.0426 0.097
H 6.605627 0.781393 2.697740 0.0020 -0.0007 -0.0005 0.092
H -1.597396 5.921337 2.154791 0.0001 -0.0016 0.0004 0.112
H -3.841342 2.942916 -3.621041 -0.0117 -0.0073 -0.0013 0.126
C -0.308778 -3.875623 3.518856 -0.0291 -0.0080 0.0143 -0.104
C 4.550198 0.214892 2.972449 0.0118 0.0078 -0.0059 -0.096
C -1.707681 0.578225 1.636574 0.1607 -0.2268 0.0768 -0.859
C -2.291999 4.687644 0.525148 0.0077 -0.0209 -0.0200 -0.158
C 3.435153 -0.380260 2.402058 -0.0190 0.0060 0.0087 -0.122
H 1.384699 4.161123 -0.372638 -0.0118 0.0140 -0.0021 0.109
H 4.827254 -5.222398 -0.919571 0.0035 -0.0021 -0.0027 0.095
O -0.088444 -1.682617 -1.511496 -0.1990 -0.0523 0.2036 -0.316
H -4.892715 2.764264 -1.590985 0.0049 0.0012 -0.0072 0.114
C 3.246653 -4.983901 -2.361135 0.0247 -0.0047 0.0015 -0.088
C -4.581302 4.162741 0.020542 0.0008 0.0140 0.0315 -0.075
N -0.545485 3.738278 -0.864078 0.0179 -0.0671 -0.0163 0.081
C 0.343244 4.328105 -0.111146 -0.0126 -0.0350 -0.0009 -0.150
N -0.533911 1.209846 1.428574 -0.0743 0.0519 0.0610 -0.026
C 0.018264 5.134328 0.999198 0.0010 0.0157 0.0235 -0.064
H 3.557596 -5.822640 -2.972214 -0.0003 -0.0059 0.0021 0.095
C 3.552174 -3.569100 -0.450930 -0.0149 -0.0087 0.0029 -0.112
C 2.433564 -2.806185 -0.797701 0.0238 -0.0170 0.0178 -0.271
Br -5.029538 0.331258 -7.910047 -0.0052 0.0018 -0.0031 0.657
C -4.160243 3.346491 -1.047269 0.0263 -0.0318 -0.0115 -0.034
H -1.375501 -1.077609 5.421325 -0.0199 0.0027 -0.0077 0.077
H 1.193444 1.907198 2.286612 -0.0022 -0.0119 -0.0034 0.108
H 6.695414 -0.088919 0.378751 0.0035 0.0013 0.0025 0.097
H -0.904367 -1.310268 -5.582865 0.0100 -0.0010 0.0078 0.108
C -1.860106 3.891128 -0.559901 -0.0040 0.0085 0.0091 -0.179
O -0.725589 0.418984 -3.723433 -0.1728 0.0388 0.0677 -0.249
S -2.666241 0.167318 0.254919 -0.0277 0.0055 -0.1117 0.529
H -4.594658 1.979649 -5.494862 -0.0023 -0.0001 -0.0023 0.100
H -5.639065 4.235547 0.239621 -0.0003 0.0042 0.0002 0.102
C -0.103053 1.019777 3.757904 -0.0087 -0.0052 -0.0131 -0.040
C -3.779315 1.266058 -5.528342 0.0150 0.0137 0.0330 -0.113
C 0.408724 -2.473965 -2.382120 0.2231 0.1117 -0.1659 -0.623
C -1.699767 -0.577098 -5.603308 0.0213 0.0077 0.0370 0.004
H -2.903743 -0.214172 5.209545 0.0036 0.0015 0.0018 0.075
H 4.493853 0.599519 3.983833 -0.0007 0.0005 0.0048 0.097
H -2.639480 -1.331813 -7.357808 0.0000 -0.0019 -0.0007 0.095
H -3.990442 5.424942 1.639420 -0.0002 -0.0033 0.0011 0.106
C -2.830278 3.203135 -1.356707 -0.0080 0.0390 0.0182 -0.258
C -0.308435 -2.496885 1.548041 -0.0289 -0.0120 -0.0029 -0.093
C 1.076085 -3.775763 3.580390 0.0128 0.0098 -0.0079 -0.096
C -1.822186 -0.099373 5.224503 0.0052 -0.0256 -0.0041 -0.038
C -3.018965 2.237097 -3.447409 0.0146 0.0543 0.0801 -0.084
C -1.297360 5.312695 1.309308 0.0100 0.0058 -0.0017 -0.023
C 1.763373 -3.038122 2.628818 0.0064 -0.0122 0.0085 -0.104
H 2.843224 -2.971917 2.688084 -0.0099 -0.0128 -0.0048 0.097
P 1.904845 -1.400173 0.282736 -0.0201 0.1107 -0.0748 1.109
C -3.673999 4.818379 0.799358 -0.0272 0.0061 -0.0125 -0.048
C 1.703281 -3.167262 -1.938227 -0.0525 -0.0457 0.0681 -0.115
H -0.855056 -2.027708 0.741221 -0.0134 0.0656 -0.0127 0.058
H 1.546251 -4.480550 -3.589146 -0.0046 -0.0022 0.0035 0.111
H 2.515596 -0.446118 2.974599 0.0436 0.0017 -0.0182 0.089
H -2.077442 -3.305555 2.433916 0.0202 0.0051 0.0113 0.107
H -1.528661 0.572004 6.032043 0.0049 0.0045 0.0029 0.071
C -2.810006 1.288421 -4.503834 0.0383 -0.0537 -0.0514 -0.134
C 4.665245 -0.766096 0.387534 0.0193 0.0312 -0.0079 -0.110
H 1.624089 -4.278201 4.368713 -0.0011 -0.0022 0.0017 0.094
C -0.998057 -3.240190 2.497807 0.0116 0.0298 0.0186 -0.076
H 4.117141 -3.316925 0.437900 -0.0149 -0.0179 -0.0026 0.093
C 3.959110 -4.646699 -1.217705 -0.0100 -0.0134 -0.0185 -0.094
```
Positions in Å, forces in eV/Å.

Values from the calculation:
**E_HOMO**: -4.923 eV
**HOMO-LUMO gap**: 7.0 eV
**Total charge**: -1
**Multiplicity**: 1



Number 1: calculated total energy -7908.46421 a.u.. Number 2: calculated total energy -5493.03017 a.u..